(1)
{
  "formula": "C20H22F3N3O3S",
  "method": "the ωB97M-V functional and the def2-TZVPD basis",
  "smiles": "O=C(NCCCF)OCCSc1nnco1.Fc1ccccc1.Fc1ccccc1",
  "species": ["N", "S", "H", "H", "H", "O", "C", "H", "H", "C", "H", "C", "C", "H", "O", "C", "F", "H", "H", "C", "H", "C", "C", "H", "C", "C", "C", "H", "H", "N", "C", "H", "H", "C", "H", "H", "C", "H", "N", "H", "H", "O", "F", "C", "C", "C", "H", "H", "C", "F", "C", "C"],
  "xyz": [[3.45, 4.13, 0.14], [2.84, 1.26, -2.28], [3.72, -1.39, -0.24], [0.00, -3.95, -1.59], [4.22, -0.60, -2.33], [1.80, -1.30, 1.46], [-0.13, -3.77, -2.65], [-1.09, -5.66, -3.00], [-4.96, 1.64, 6.20], [-2.76, 1.74, 3.63], [-2.24, 1.64, -1.86], [1.87, -0.30, 0.79], [4.01, -0.34, -0.21], [-1.42, 2.11, -0.38], [3.09, 0.35, 0.65], [-1.81, 0.59, 5.53], [-0.57, 0.86, 3.54], [1.57, 4.98, 0.46], [-0.80, -0.09, -1.66], [0.13, -2.38, -4.57], [-0.53, -1.22, 0.74], [-1.71, 1.06, 4.23], [-4.04, 1.48, 5.64], [-0.62, -3.12, -6.42], [0.31, -2.59, -3.21], [-0.92, -4.51, -4.80], [-0.50, -0.16, 0.49], [5.14, 0.74, -1.73], [-1.40, -5.25, -5.42], [0.84, 0.33, 0.13], [-3.93, 1.94, 4.34], [-4.76, 2.46, 3.87], [4.98, -0.26, 0.27], [2.80, 2.65, -1.21], [-2.65, 2.09, 2.61], [-2.12, -0.81, -0.79], [-0.49, -3.32, -5.37], [0.80, -1.83, -2.61], [3.87, 3.07, -0.64], [0.87, 1.31, 0.39], [-0.97, 0.07, 5.97], [1.71, 3.33, -0.88], [0.56, -1.22, -5.11], [2.22, 4.27, -0.01], [-2.98, 0.81, 6.24], [4.18, 0.25, -1.64], [-3.06, 0.45, 7.25], [-0.97, 0.44, 1.26], [-0.75, -4.73, -3.44], [-3.31, 1.36, -0.16], [-1.41, 0.01, -0.77], [-2.10, 1.37, -0.82]]
}


(2)
{
  "formula": "C81H189B2F8N9O12",
  "method": "the ωB97M-V functional and the def2-TZVPD basis",
  "charge": 4,
  "species": ["H", "H", "H", "H", "H", "H", "C", "H", "N", "C", "H", "H", "H", "H", "H", "H", "C", "H", "H", "C", "H", "C", "C", "C", "C", "H", "H", "H", "H", "C", "H", "C", "N", "H", "H", "C", "H", "H", "H", "H", "H", "H", "C", "H", "H", "C", "H", "H", "H", "O", "O", "F", "H", "H", "C", "H", "C", "O", "H", "H", "H", "H", "H", "C", "C", "N", "H", "H", "H", "H", "H", "H", "H", "C", "H", "H", "O", "H", "H", "H", "C", "H", "H", "H", "H", "N", "C", "H", "C", "H", "H", "H", "H", "H", "B", "C", "C", "H", "H", "H", "C", "F", "H", "H", "H", "C", "C", "H", "H", "C", "F", "H", "H", "H", "H", "C", "C", "H", "C", "H", "C", "H", "H", "H", "H", "C", "H", "H", "C", "H", "C", "H", "C", "N", "H", "O", "C", "H", "H", "H", "C", "H", "C", "H", "H", "H", "H", "C", "H", "H", "C", "C", "H", "F", "H", "C", "H", "H", "H", "C", "H", "C", "H", "F", "H", "H", "H", "H", "C", "C", "O", "O", "H", "H", "C", "H", "O", "H", "H", "H", "H", "H", "C", "C", "H", "H", "C", "C", "H", "H", "C", "H", "C", "C", "C", "C", "H", "C", "H", "H", "H", "H", "C", "C", "H", "H", "F", "H", "C", "H", "H", "H", "C", "H", "N", "H", "H", "F", "H", "C", "H", "F", "C", "H", "C", "H", "H", "H", "N", "C", "O", "C", "H", "H", "H", "N", "C", "H", "H", "H", "H", "O", "H", "H", "H", "H", "H", "H", "H", "C", "C", "H", "H", "O", "H", "C", "H", "H", "H", "H", "C", "H", "N", "H", "C", "C", "H", "H", "H", "H", "C", "H", "H", "O", "C", "H", "C", "B", "C", "H", "H", "H", "H", "H", "C", "H", "H", "H", "H", "H", "H", "H", "C", "C", "H", "H", "H", "H", "H", "H", "C"],
  "xyz": [[24.52, 15.59, 25.10], [13.78, 16.81, 31.40], [16.72, 13.20, 25.24], [20.97, 15.58, 25.49], [10.70, 15.53, 19.00], [18.92, 10.87, 20.00], [13.46, 24.48, 19.01], [10.89, 18.26, 17.95], [10.81, 12.01, 26.06], [23.89, 17.74, 26.64], [20.58, 15.10, 20.52], [11.56, 9.78, 24.32], [13.10, 7.26, 16.72], [20.61, 13.94, 13.41], [8.17, 26.72, 21.50], [11.98, 12.39, 24.29], [13.59, 16.40, 30.39], [9.97, 18.94, 13.21], [16.20, 14.77, 14.61], [12.33, 10.21, 20.42], [12.25, 26.75, 19.71], [15.17, 13.77, 26.69], [13.96, 18.00, 23.78], [22.41, 15.78, 27.15], [16.32, 14.78, 20.57], [10.85, 26.80, 17.84], [9.71, 13.10, 30.65], [9.08, 11.26, 28.28], [12.33, 14.27, 26.53], [12.37, 10.30, 24.85], [13.53, 14.56, 29.21], [10.51, 17.61, 17.18], [10.27, 18.38, 15.95], [13.06, 11.01, 30.51], [18.71, 21.14, 15.26], [21.20, 12.40, 15.56], [14.45, 11.55, 19.55], [14.16, 24.54, 19.82], [14.79, 18.36, 24.38], [18.32, 17.92, 18.84], [13.72, 22.51, 20.70], [17.63, 14.62, 18.41], [18.02, 20.38, 15.55], [18.94, 21.58, 22.83], [7.91, 21.00, 15.78], [14.88, 14.18, 32.23], [11.86, 10.58, 32.82], [24.63, 16.58, 23.63], [11.77, 22.61, 19.30], [17.41, 15.65, 20.20], [12.81, 12.23, 32.17], [13.34, 12.85, 21.82], [8.53, 19.02, 16.91], [23.83, 20.61, 25.62], [9.68, 11.24, 25.59], [13.28, 10.29, 24.17], [11.14, 11.60, 27.48], [20.85, 17.97, 22.04], [20.05, 20.24, 22.56], [12.20, 18.20, 15.19], [11.50, 12.02, 33.69], [17.73, 15.90, 23.92], [12.62, 9.69, 16.95], [11.16, 25.94, 17.34], [19.23, 10.99, 18.93], [12.05, 24.67, 19.52], [22.44, 14.71, 27.44], [15.91, 8.90, 15.73], [17.06, 12.77, 30.44], [10.50, 27.29, 21.10], [12.34, 12.60, 30.15], [19.00, 15.71, 19.05], [15.59, 14.53, 28.85], [14.99, 9.06, 18.21], [12.64, 25.99, 21.16], [13.67, 18.74, 23.05], [9.48, 25.76, 20.12], [21.61, 16.33, 27.70], [15.16, 13.05, 24.71], [17.27, 18.98, 19.72], [14.46, 12.56, 30.44], [17.18, 21.39, 18.85], [21.18, 10.51, 14.78], [21.58, 17.89, 25.32], [18.25, 19.72, 21.17], [18.66, 19.87, 18.41], [8.05, 19.44, 14.24], [24.54, 20.92, 22.99], [20.54, 17.20, 21.17], [22.57, 15.05, 25.10], [14.78, 15.26, 32.51], [16.45, 10.67, 14.15], [14.72, 14.58, 22.21], [15.81, 9.48, 18.80], [13.34, 20.36, 18.40], [13.54, 14.83, 30.24], [13.34, 7.94, 15.92], [15.12, 8.05, 17.81], [11.38, 9.59, 20.34], [14.44, 16.71, 29.77], [13.03, 12.07, 30.78], [12.31, 21.21, 17.81], [15.90, 12.03, 15.06], [12.25, 21.97, 21.59], [11.31, 19.70, 14.79], [12.01, 11.81, 25.21], [14.92, 17.22, 20.82], [22.29, 20.20, 24.83], [9.86, 20.17, 17.08], [21.80, 14.46, 17.83], [11.08, 13.21, 22.47], [12.66, 14.40, 30.78], [23.75, 16.69, 28.54], [12.03, 12.14, 27.75], [9.82, 10.16, 25.71], [20.32, 14.49, 14.31], [18.75, 20.66, 20.77], [10.75, 23.34, 20.61], [11.43, 16.42, 17.11], [13.17, 9.57, 20.70], [18.14, 11.69, 18.13], [10.48, 25.74, 16.50], [22.05, 15.88, 21.30], [12.62, 9.66, 25.70], [22.01, 12.13, 16.25], [22.64, 14.49, 14.96], [10.92, 14.41, 27.61], [21.66, 13.44, 18.25], [22.26, 17.11, 24.94], [11.50, 16.05, 16.09], [19.59, 20.23, 19.59], [22.82, 14.68, 17.86], [23.65, 21.17, 23.53], [21.29, 13.96, 15.36], [9.93, 14.94, 17.53], [14.28, 13.34, 27.42], [16.79, 14.97, 15.50], [22.82, 14.30, 13.94], [13.39, 23.52, 18.56], [24.58, 15.77, 27.23], [24.74, 16.64, 24.67], [20.13, 19.36, 19.75], [23.37, 20.26, 24.70], [9.54, 11.33, 24.53], [22.38, 15.54, 14.94], [15.76, 13.72, 32.50], [16.50, 18.44, 22.51], [20.95, 15.79, 21.36], [7.77, 20.06, 13.38], [16.63, 10.24, 16.64], [8.21, 26.43, 20.47], [10.36, 13.43, 25.88], [9.45, 21.05, 14.93], [12.25, 14.86, 21.35], [17.70, 14.19, 31.14], [18.27, 14.96, 19.23], [16.96, 18.59, 17.88], [20.25, 18.72, 17.71], [14.10, 13.68, 32.79], [11.25, 14.49, 26.60], [20.37, 21.81, 21.76], [17.14, 20.94, 16.66], [16.84, 21.92, 16.34], [12.83, 19.91, 19.67], [11.58, 23.77, 17.68], [20.17, 11.57, 18.90], [24.86, 18.10, 26.81], [23.82, 18.56, 23.43], [21.23, 11.49, 14.32], [15.67, 15.13, 21.95], [16.96, 11.59, 18.53], [18.17, 15.18, 15.25], [16.48, 15.96, 15.92], [10.82, 11.79, 31.97], [9.68, 17.59, 14.84], [14.66, 12.38, 29.37], [15.57, 15.01, 26.81], [20.21, 12.34, 16.06], [25.69, 16.90, 25.00], [15.80, 11.77, 25.71], [7.44, 25.70, 20.30], [17.38, 17.11, 21.72], [20.89, 14.66, 16.60], [19.62, 19.55, 17.29], [18.08, 21.45, 20.50], [18.58, 13.17, 14.88], [13.42, 9.39, 16.31], [9.97, 11.88, 28.53], [11.28, 10.54, 27.55], [12.65, 16.73, 30.02], [11.92, 25.94, 20.32], [14.93, 18.29, 20.93], [12.74, 22.85, 21.15], [17.88, 21.14, 17.99], [9.35, 19.54, 16.42], [15.79, 9.94, 16.02], [16.34, 14.97, 22.77], [24.02, 18.95, 24.39], [13.88, 16.88, 20.62], [8.70, 11.50, 25.97], [18.17, 17.59, 24.09], [18.33, 18.35, 16.21], [11.62, 11.65, 32.68], [15.71, 10.95, 14.87], [16.24, 20.32, 16.82], [17.37, 19.96, 14.79], [14.41, 21.19, 18.62], [21.32, 15.07, 18.58], [8.96, 13.41, 29.93], [10.40, 13.62, 24.80], [12.85, 12.16, 25.81], [16.69, 14.17, 16.26], [22.03, 15.81, 25.67], [23.42, 14.15, 15.57], [15.40, 16.65, 22.16], [8.56, 17.87, 12.93], [19.88, 14.27, 16.90], [12.75, 14.29, 23.54], [14.28, 7.57, 15.40], [8.69, 20.34, 15.32], [11.93, 19.46, 16.40], [13.52, 19.22, 17.59], [15.77, 12.91, 25.61], [15.55, 14.73, 19.80], [18.84, 14.19, 14.53], [15.57, 16.95, 20.04], [13.28, 9.97, 15.41], [16.00, 15.55, 30.20], [23.66, 17.63, 25.19], [11.13, 24.70, 18.21], [18.52, 12.28, 17.09], [17.30, 16.91, 23.93], [17.89, 14.10, 29.47], [13.23, 12.55, 18.93], [11.66, 14.45, 18.15], [14.74, 14.05, 30.77], [14.31, 11.40, 17.40], [7.18, 18.98, 14.64], [8.69, 14.43, 30.00], [11.05, 15.47, 26.27], [20.39, 15.58, 14.17], [19.77, 17.44, 20.14], [23.00, 21.00, 22.64], [15.13, 12.01, 31.07], [14.78, 10.83, 14.34], [13.68, 11.57, 16.53], [14.12, 8.98, 18.86], [18.70, 14.01, 19.64], [8.93, 16.97, 15.27], [10.56, 26.18, 20.95], [16.72, 17.35, 22.55], [20.75, 15.67, 16.31], [22.13, 17.00, 23.89], [12.62, 10.62, 18.99], [12.94, 23.62, 21.88], [18.94, 19.22, 16.00], [20.39, 11.65, 13.62], [16.64, 13.72, 20.62], [22.10, 11.49, 13.70], [10.36, 11.56, 29.50], [17.73, 18.76, 18.68], [18.36, 14.25, 13.53], [14.64, 9.94, 17.01], [20.33, 20.39, 17.15], [11.57, 19.02, 15.55], [14.30, 16.67, 23.14], [9.50, 17.39, 17.43], [25.09, 18.98, 24.64], [15.26, 11.99, 17.39], [19.49, 10.02, 18.48], [23.75, 16.45, 27.42], [12.18, 26.06, 16.98], [12.62, 7.94, 15.13], [9.62, 13.24, 28.66], [11.74, 23.34, 20.15], [10.16, 24.39, 18.63], [9.10, 18.48, 13.72], [12.36, 13.77, 22.28], [17.25, 13.81, 30.24], [8.07, 27.31, 19.85], [13.69, 25.23, 18.29], [12.30, 16.87, 17.57], [20.17, 21.03, 19.17], [12.12, 11.01, 21.08], [10.88, 15.24, 18.01], [23.57, 22.24, 23.73], [10.43, 16.97, 14.41], [13.13, 17.78, 24.45], [16.49, 17.03, 24.71], [13.43, 16.28, 22.62], [10.51, 25.65, 21.93], [18.66, 21.95, 17.94], [13.66, 11.54, 18.78], [19.59, 21.08, 22.03], [14.65, 16.03, 23.91], [8.03, 12.84, 29.90], [19.63, 18.91, 15.20], [9.37, 13.42, 26.24], [23.20, 18.58, 26.94], [20.73, 15.24, 22.28], [15.91, 14.53, 29.94]]
}


(3)
{
  "formula": "H22KrO11",
  "method": "the ωB97M-V functional and the def2-TZVPD basis",
  "species": ["H", "O", "H", "H", "H", "H", "H", "O", "O", "Kr", "H", "O", "O", "H", "H", "O", "O", "H", "H", "O", "H", "H", "H", "H", "H", "H", "H", "H", "O", "H", "O", "H", "O", "H"],
  "xyz": [[-0.80, -1.13, -3.17], [-0.46, 3.21, 1.27], [1.55, 3.00, -1.38], [3.94, 0.78, 1.29], [0.50, -1.79, -3.56], [-0.25, 2.61, 1.98], [-3.13, -1.47, 0.57], [0.14, 1.38, 3.44], [3.81, 1.14, 0.41], [-0.05, 0.16, 0.11], [-1.47, -2.92, 0.67], [2.19, -2.47, -0.08], [2.08, 3.15, -0.59], [-2.57, 0.88, -2.34], [1.54, -3.05, 3.20], [-2.49, -0.07, -2.45], [0.91, -2.40, 2.90], [1.56, -1.99, 0.46], [0.32, 3.23, 0.73], [-2.65, -1.95, -0.10], [-2.65, -1.37, -0.86], [-3.02, 2.97, -2.90], [2.87, -2.76, 0.53], [0.05, 2.07, 4.09], [0.37, -2.87, 2.26], [4.61, 1.63, 0.23], [-2.93, -0.24, -3.29], [-0.39, -3.99, 0.62], [-2.57, 2.78, -2.08], [-1.64, 2.88, -2.29], [-0.87, -3.42, 1.23], [2.43, 2.28, -0.37], [-0.20, -1.25, -3.91], [-0.73, 0.99, 3.37]]
}


| no. | DFT total energy (eV) |
| --- | --- |
| 1 | -50695.668 |
| 2 | -148110.868 |
| 3 | -97809.953 |